1.
This record from the Open Molecules 2025 dataset describes a molecular structure, C21H33CsN8O4. The level of theory is ωB97M-V with the def2-TZVPD basis set.

## Properties
HOMO level	-0.322	hartree
multiplicity	1
ΔE to the lowest compared entry with this formula, charge and spin	0.0	kJ/mol
strongest force on any atom	0.41	eV/Å
M	594.45	g/mol

Positions of all 67 atoms, in Å:
Cs1 0.651 1.300 -0.057
C1 -2.353 4.903 -0.102
C2 -1.249 4.946 0.953
N1 -0.828 3.653 1.481
C3 -1.633 3.098 2.569
C4 -2.515 1.910 2.199
N2 -1.751 0.745 1.798
C5 -2.543 -0.460 1.589
C6 -3.324 -0.530 0.274
C7 -2.562 -0.920 -0.998
N3 -1.864 0.161 -1.681
C8 -2.684 1.053 -2.486
C9 -2.870 2.432 -1.875
N4 -1.647 3.230 -1.879
C10 -1.925 4.630 -1.545
H1 -2.821 5.891 -0.110
H2 -3.141 4.213 0.209
H3 -1.589 5.599 1.771
H4 -0.369 5.425 0.515
H5 0.131 3.724 1.784
H6 -2.284 3.872 2.994
H7 -0.963 2.783 3.376
H8 -3.182 2.196 1.380
H9 -3.160 1.700 3.069
H10 -1.005 0.549 2.462
H11 -3.271 -0.588 2.406
H12 -1.862 -1.315 1.641
H13 -3.880 0.397 0.107
H14 -4.089 -1.299 0.421
H15 -3.289 -1.395 -1.676
H16 -1.823 -1.687 -0.748
H17 -1.098 -0.215 -2.225
H18 -3.680 0.617 -2.645
H19 -2.239 1.161 -3.482
H20 -3.194 2.304 -0.841
H21 -3.685 2.951 -2.408
H22 -1.268 3.216 -2.821
H23 -2.722 5.022 -2.197
H24 -1.026 5.214 -1.760
N5 3.006 -3.824 -1.352
C11 2.461 -2.925 -2.223
C12 1.676 -1.850 -1.755
N6 1.084 -1.012 -2.580
C13 1.274 -1.206 -3.893
C14 2.055 -2.249 -4.345
N7 2.649 -3.112 -3.524
H25 3.146 -3.531 -0.398
H26 3.721 -4.420 -1.736
H27 1.538 -1.694 -0.691
H28 0.794 -0.521 -4.580
H29 2.212 -2.400 -5.407
O1 3.180 0.231 0.997
C15 2.551 -0.568 1.726
O2 1.449 -0.377 2.297
C16 3.162 -1.964 1.872
C17 4.460 -2.208 1.432
C18 5.007 -3.478 1.519
C19 4.226 -4.495 2.042
C20 2.934 -4.286 2.494
C21 2.411 -3.004 2.409
N8 4.790 -5.857 2.113
O3 4.126 -6.717 2.655
O4 5.883 -6.042 1.615
H30 5.020 -1.383 1.012
H31 6.012 -3.692 1.186
H32 2.367 -5.112 2.896
H33 1.410 -2.787 2.757

Forces on atoms 1 to 2 (eV/Å):
0.06 0.14 -0.38
-0.01 0.02 0.00

These are the Löwdin partial charges, in e, on atoms 1 to 5: 1.10 -0.17 -0.23 -0.13 -0.21

---

2.
This record from the Open Molecules 2025 dataset describes a molecular structure, C21H33FN2O4S2. The level of theory is ωB97M-V with the def2-TZVPD basis set.

## Properties
HOMO level	-0.302	hartree
multiplicity	1
strongest force on any atom	0.52	eV/Å
M	460.64	g/mol

Positions of all 63 atoms, in Å:
C1 -0.516 -2.527 3.000
C2 -1.585 -2.364 1.926
S1 -1.477 -3.543 0.571
C3 -0.009 -2.951 -0.347
C4 0.029 -1.451 -0.398
C5 -1.069 -0.787 -1.051
C6 -1.122 0.554 -1.095
F1 -2.139 1.194 -1.688
C7 -0.087 1.329 -0.515
N1 0.008 2.657 -0.489
S2 1.380 3.000 0.255
N2 1.918 1.520 0.588
C8 1.012 0.664 0.108
C9 1.051 -0.754 0.163
H1 -0.637 -1.730 3.736
H2 -0.603 -3.493 3.497
H3 0.486 -2.445 2.581
H4 -1.583 -1.336 1.570
H5 -2.573 -2.526 2.353
H6 0.883 -3.366 0.114
H7 -0.106 -3.335 -1.362
H8 -1.857 -1.386 -1.487
H9 1.874 -1.272 0.635
C10 -3.737 1.906 1.440
C11 -4.263 0.501 1.600
O1 -3.777 -0.271 2.393
C12 -5.416 0.100 0.712
H10 -2.911 2.067 2.129
H11 -3.390 2.061 0.417
H12 -4.529 2.627 1.651
H13 -5.127 0.195 -0.337
H14 -6.272 0.752 0.893
H15 -5.696 -0.930 0.917
C13 0.097 8.154 -0.532
C14 -0.128 6.694 -0.217
O2 0.500 6.134 0.652
C15 -1.173 5.977 -1.036
H16 0.867 8.555 0.122
H17 0.409 8.268 -1.572
H18 -0.828 8.714 -0.388
H19 -0.907 6.014 -2.094
H20 -2.142 6.463 -0.909
H21 -1.241 4.938 -0.723
C16 3.694 -6.214 2.282
C17 2.340 -5.930 1.680
O3 2.140 -4.951 0.999
C18 1.240 -6.921 1.969
H22 4.392 -5.429 2.001
H23 3.617 -6.258 3.369
H24 4.067 -7.175 1.924
H25 1.075 -6.991 3.045
H26 1.519 -7.908 1.597
H27 0.321 -6.595 1.485
C19 4.265 0.552 -4.411
C20 2.836 0.475 -3.927
O4 2.145 -0.492 -4.141
C21 2.317 1.668 -3.160
H28 4.519 -0.362 -4.944
H29 4.390 1.407 -5.077
H30 4.941 0.675 -3.562
H31 2.363 2.565 -3.780
H32 2.921 1.827 -2.265
H33 1.285 1.487 -2.869

Forces on atoms 1 to 2 (eV/Å):
-0.09 0.08 -0.12
0.23 -0.07 0.46

These are the Löwdin partial charges, in e, on atoms 1 to 5: -0.14 -0.57 0.86 -0.41 -0.29

---

3.
This record from the Open Molecules 2025 dataset describes a molecular structure, C21H33IN2Sr at a distorted geometry. The level of theory is ωB97M-V with the def2-TZVPD basis set.

## Properties
HOMO level (spin up / spin down)	-0.182 / -0.177	hartree
multiplicity	1
strongest force on any atom	3.19	eV/Å
M	528.03	g/mol

Positions of all 58 atoms, in Å:
C1 4.155 0.058 2.838
C2 4.463 0.657 -2.163
H1 3.303 0.725 2.760
H2 5.102 0.383 2.370
H3 4.382 -0.052 3.885
H4 3.708 1.203 -2.761
H5 5.390 1.250 -2.134
H6 4.686 -0.255 -2.736
Sr1 3.989 0.354 0.176
C3 4.369 -2.340 -0.276
H7 4.538 -1.747 -1.185
H8 3.559 -3.068 -0.437
H9 5.275 -2.883 0.023
I1 3.557 -2.055 2.287
C4 -1.694 -0.863 -4.890
C5 -1.836 -1.406 -3.467
C6 -3.155 -0.879 -2.866
C7 -1.909 -2.936 -3.524
C8 -0.619 -0.979 -2.632
C9 0.659 -1.376 -3.035
C10 1.763 -0.999 -2.256
N1 1.660 -0.299 -1.105
C11 0.420 0.061 -0.683
C12 -0.722 -0.225 -1.463
C13 0.313 0.710 0.644
C14 -0.928 0.762 1.326
C15 -1.048 1.426 2.551
C16 0.111 1.962 3.106
C17 1.305 1.920 2.370
N2 1.437 1.247 1.201
C18 -2.374 1.618 3.294
C19 -2.327 0.871 4.634
C20 -2.592 3.114 3.542
C21 -3.561 1.079 2.479
H10 -2.565 -1.159 -5.480
H11 -0.796 -1.253 -5.372
H12 -1.639 0.230 -4.877
H13 -3.988 -1.210 -3.510
H14 -3.319 -1.282 -1.850
H15 -3.158 0.224 -2.832
H16 -1.016 -3.361 -3.987
H17 -2.016 -3.361 -2.520
H18 -2.779 -3.234 -4.116
H19 0.831 -1.965 -3.936
H20 2.774 -1.272 -2.577
H21 -1.683 0.148 -1.124
H22 -1.775 0.237 0.877
H23 0.079 2.420 4.094
H24 2.189 2.439 2.767
H25 -1.510 1.227 5.270
H26 -3.275 1.030 5.159
H27 -2.196 -0.206 4.465
H28 -2.631 3.650 2.588
H29 -3.542 3.254 4.062
H30 -1.793 3.545 4.150
H31 -3.626 1.598 1.506
H32 -3.463 -0.009 2.322
H33 -4.483 1.276 3.050

Forces on atoms 1 to 2 (eV/Å):
0.39 -1.31 0.47
0.08 0.40 -1.07

These are the Löwdin partial charges, in e, on atoms 1 to 5: -0.57 -0.44 -0.07 -0.02 -0.02

---

4.
This record from the Open Molecules 2025 dataset describes a single C21H33N3O molecule. The level of theory is ωB97M-V with the def2-TZVPD basis set.

## Properties
HOMO level	-0.284	hartree
multiplicity	1
ΔE to the lowest compared entry with this formula, charge and spin	137.2	kJ/mol
strongest force on any atom	0.60	eV/Å
M	343.51	g/mol
SMILES string	Cn1cc(CN2CCN(CC(C)(C)C)[C@@H](CCO)C2)c2ccccc21

Positions of all 58 atoms, in Å:
C1 5.003 1.757 2.190
N1 4.402 1.123 1.052
C2 3.222 1.479 0.463
C3 2.944 0.665 -0.598
C4 4.022 -0.266 -0.681
C5 4.325 -1.331 -1.530
C6 5.489 -2.034 -1.320
C7 6.363 -1.701 -0.282
C8 6.093 -0.656 0.575
C9 4.918 0.058 0.370
H1 6.772 -0.401 1.375
H2 7.269 -2.276 -0.151
H3 5.739 -2.862 -1.968
H4 3.657 -1.597 -2.336
C10 1.735 0.737 -1.473
N2 0.519 0.641 -0.680
C11 0.377 -0.654 -0.047
H5 1.286 -0.871 0.517
C12 -0.823 -0.633 0.891
N3 -2.017 -0.288 0.144
C13 -3.263 -0.485 0.868
H6 -3.063 -0.700 1.924
H7 -3.869 0.426 0.832
C14 -4.100 -1.640 0.276
C15 -3.312 -2.948 0.342
H8 -2.394 -2.858 -0.230
H9 -3.900 -3.765 -0.071
H10 -3.062 -3.195 1.372
C16 -4.438 -1.331 -1.183
H11 -3.522 -1.208 -1.754
H12 -5.015 -2.143 -1.620
H13 -5.024 -0.417 -1.257
C17 -5.390 -1.774 1.087
H14 -6.005 -2.578 0.690
H15 -5.167 -1.997 2.129
H16 -5.966 -0.852 1.050
C18 -1.883 1.002 -0.512
C19 -1.743 2.204 0.453
H17 -2.116 1.925 1.440
C20 -2.532 3.433 -0.003
O1 -2.075 3.995 -1.209
H18 -2.162 3.336 -1.906
H19 -3.600 3.175 -0.087
H20 -2.433 4.230 0.738
H21 -0.687 2.459 0.545
C21 -0.672 0.926 -1.450
H22 -0.532 1.883 -1.960
H23 -0.859 0.147 -2.213
H24 -2.786 1.134 -1.122
H25 -0.957 -1.625 1.325
H26 -0.622 0.078 1.710
H27 0.235 -1.451 -0.801
H28 1.786 -0.056 -2.239
H29 1.712 1.703 -1.989
H30 2.643 2.298 0.846
H31 4.363 2.568 2.530
H32 5.131 1.041 3.007
H33 5.984 2.166 1.931

Forces on atoms 1 to 2 (eV/Å):
0.23 0.04 0.22
0.00 -0.01 -0.02

These are the Löwdin partial charges, in e, on atoms 1 to 5: -0.03 -0.11 -0.01 -0.17 -0.13